Formula: C2H3Cl2NO
Source: OMol25
Level of theory: ωB97M-V/def2-TZVPD

E	-30702.469	eV
SMILES	CC(Cl)(Cl)N=O
frontier orbital gap	9.14	eV
net charge	0
molar mass	127.958	Da
E_HOMO	-9.8	eV

XYZ file:
```
9
Properties=species:S:1:pos:R:3:forces:R:3:nbo_charge:R:1
H 0.661 -1.406 -0.440 -0.08 -0.11 -0.07 0.233
Cl -0.067 2.095 0.775 0.08 -0.08 -0.10 0.044
O -1.646 -0.429 -1.134 0.46 0.64 1.11 -0.241
H 0.870 0.122 -1.368 -0.03 -0.02 -0.15 0.229
Cl -0.566 -0.490 2.046 0.21 0.13 -0.06 0.024
C -0.307 0.381 0.521 2.41 -2.03 -1.63 -0.015
H 1.807 -0.156 0.122 0.09 -0.06 -0.03 0.227
N -1.624 0.230 -0.128 -1.71 -0.14 -1.12 0.118
C 0.871 -0.347 -0.393 -1.43 1.67 2.04 -0.620
```
Positions in Å, forces in eV/Å.